# 1
Entry from the OMol25 dataset: C23H23AsBaP as an isolated structure (ωB97M-V with the def2-TZVPD basis set).

Atoms and positions in Å:
Ba: 0.251 0.448 -2.750
As: 0.239 -0.230 0.477
P: -1.531 -2.162 -2.210
C: -0.892 -2.676 1.546
C: -2.346 0.795 3.751
C: 0.296 -4.754 1.895
C: -1.194 0.491 1.646
C: 0.325 -2.011 1.315
C: 1.531 -2.709 1.458
C: 4.307 0.809 -0.048
C: 2.052 0.592 0.806
C: -3.466 1.257 3.056
C: 0.022 3.062 -2.581
C: 1.514 -4.085 1.732
C: 3.068 0.165 -0.064
C: -1.735 0.748 -4.275
C: -3.457 1.351 1.653
C: 2.261 1.663 1.683
C: 3.510 2.304 1.695
C: -1.397 1.681 -5.213
C: -0.909 -4.050 1.806
C: -2.310 0.986 0.952
C: -1.198 0.404 3.045
C: -0.602 2.863 -5.073
C: 4.526 1.869 0.836
C: -0.039 3.429 -3.880
H: -1.794 1.551 -6.248
H: -2.281 1.081 -0.145
H: -2.363 0.742 4.847
H: 5.102 0.442 -0.696
H: 0.410 4.417 -4.104
H: -0.512 3.450 -6.001
H: 2.473 -2.168 1.379
H: 3.700 3.120 2.395
H: -1.819 -2.107 1.514
H: 5.506 2.337 0.872
H: -0.312 0.044 3.580
H: 2.906 -0.709 -0.715
H: 2.456 -4.622 1.852
H: -4.322 1.710 1.103
H: -0.568 -3.201 -1.934
H: 0.284 -5.812 2.132
H: 0.250 3.903 -1.887
H: -2.179 -2.846 -3.307
H: 1.461 1.975 2.367
H: -4.366 1.555 3.592
H: -2.485 -2.568 -1.216
H: -2.508 0.017 -4.601
H: -1.863 -4.552 1.963

The HOMO energy (spin up / spin down) comes out at -0.023 / -0.023 Eh. For the energy above the lowest of the compared OMol25 structures with the same formula, charge and spin, the calculation gives 6.69 kcal per mole. Its spin multiplicity is 1. As for the total charge: -1.


# 2
Entry from the OMol25 dataset: C23H23AsIrP as an isolated structure (ωB97M-V with the def2-TZVPD basis set).

Atoms and positions in Å:
Ir: -0.444 0.904 -2.220
As: -0.110 0.126 0.091
P: -0.700 3.023 -1.841
C: -0.257 -1.297 -4.029
C: -3.230 -3.360 0.893
C: -0.488 1.394 1.599
C: 0.409 -1.102 -2.798
C: 0.389 0.893 -4.225
C: 4.438 -1.105 0.934
C: -0.418 -0.173 -4.780
C: -2.779 -1.154 0.030
C: -1.899 -3.494 1.285
C: 1.189 0.026 -3.193
C: 0.599 2.024 2.180
C: -3.685 -2.192 0.279
C: -0.997 -2.454 1.042
C: 3.467 -1.176 1.950
C: 0.358 2.803 3.304
C: 2.702 -0.377 -0.535
C: 4.037 -0.716 -0.347
C: -0.934 2.936 3.795
C: 1.760 -0.304 0.481
C: -1.795 1.546 2.031
C: -2.008 2.341 3.145
C: 2.125 -0.807 1.747
C: -1.438 -1.296 0.395
H: 2.212 0.447 -2.918
H: 0.224 3.552 -0.818
H: -3.006 2.481 3.507
H: -3.927 -4.172 1.045
H: -1.919 3.388 -1.121
H: -2.611 1.016 1.547
H: 2.346 -0.328 -1.532
H: -0.657 4.147 -2.722
H: -0.628 -2.292 -4.392
H: 4.691 -0.718 -1.224
H: 3.754 -1.578 2.923
H: -1.582 -4.384 1.816
H: -4.738 -2.050 0.031
H: -3.117 -0.199 -0.394
H: 5.479 -1.372 1.113
H: 1.201 3.277 3.766
H: -1.095 3.545 4.663
H: 0.115 -1.879 -1.993
H: 0.030 -2.517 1.410
H: 1.355 -0.986 2.518
H: 0.804 1.889 -4.432
H: -0.809 -0.119 -5.784
H: 1.589 1.843 1.780

The HOMO energy (spin up / spin down) comes out at -0.299 / -0.438 Eh. Its spin multiplicity is 6. As for the total charge: +1.


# 3
Entry from the OMol25 dataset: C23H23BBiI2N2O3Se3Te as an isolated structure (ωB97M-V with the def2-TZVPD basis set).

Atoms and positions in Å:
Bi: -0.544 1.105 -0.104
I: 2.153 -0.359 7.314
I: -0.157 3.857 3.669
Te: -3.530 2.738 -2.449
Se: -0.243 0.915 -2.961
Se: -1.402 2.792 -3.758
Se: -2.499 2.928 -0.152
O: -1.101 1.250 2.249
O: -1.724 -2.056 -0.079
O: -3.103 -0.694 -1.263
N: 1.782 -1.029 -0.791
N: 0.199 -1.561 1.385
C: -5.767 -6.394 -0.612
C: -0.556 -1.565 2.650
C: 1.058 0.179 5.597
C: -4.285 -6.791 -2.596
C: 1.620 -1.801 1.524
C: -4.840 -3.855 -1.982
C: 3.818 -1.365 0.398
C: -4.024 -4.709 -1.233
C: -3.552 -1.978 -1.367
C: 2.426 -1.377 0.317
C: -2.933 -4.169 -0.547
C: 0.580 -0.803 4.745
C: 0.853 1.518 5.305
C: 3.876 -0.589 -1.857
C: -2.719 -2.812 -0.642
C: -4.351 -6.203 -1.178
C: 2.493 -0.633 -1.848
C: -4.628 -2.482 -2.061
C: -0.124 -0.477 3.595
C: -3.378 -6.978 -0.291
C: 0.138 1.839 4.169
C: 4.551 -0.974 -0.706
C: -0.404 0.881 3.267
B: -1.960 -0.731 -0.479
H: 1.857 -2.857 1.736
H: 4.411 -0.265 -2.739
H: -2.265 -4.781 0.043
H: 0.749 -1.849 4.973
H: -5.998 -7.459 -0.518
H: -5.009 -6.311 -3.256
H: 4.310 -1.650 1.321
H: -5.681 -4.264 -2.529
H: -4.502 -7.863 -2.575
H: -5.274 -1.838 -2.642
H: 1.971 -1.224 2.380
H: -3.655 -8.035 -0.287
H: -6.518 -5.941 -1.259
H: -3.291 -6.645 -3.023
H: -0.469 -2.535 3.161
H: -0.220 -2.219 0.740
H: 5.633 -0.962 -0.670
H: 1.911 -0.335 -2.715
H: -1.602 -1.415 2.386
H: -5.848 -5.935 0.375
H: -2.352 -6.905 -0.658
H: 1.248 2.298 5.940
H: -3.408 -6.621 0.741

The HOMO energy comes out at -0.161 Eh. For the energy above the lowest of the compared OMol25 structures with the same formula, charge and spin, the calculation gives 7.47 kcal per mole. Its spin multiplicity is 1. As for the total charge: -1.


Look up the total charge of the first one.
-1


Look up the total charge of the third one.
-1


Which formula does entry 1 have?
C23H23AsBaP